C6H12BCdFN2O10PS as an isolated structure. Source: the OMol25 dataset; level of theory: wB97M-V/def2-TZVPD.

Cartesian coordinates (Å):
C1 0.23 3.53 -1.68
C2 0.25 1.94 -1.54
O1 0.34 1.29 -2.59
N1 0.21 1.38 -0.20
C3 1.45 1.68 0.58
C4 -0.15 -0.04 -0.19
P1 -1.96 -0.04 -0.86
O2 -2.83 -1.09 -0.16
O3 -2.02 -0.46 -2.55
O4 -2.72 1.45 -0.61
O5 0.76 -0.98 -0.84
B1 1.06 -2.18 0.01
S1 1.47 -3.78 -0.89
O6 1.79 -3.39 -2.31
O7 0.32 -4.76 -0.97
F1 2.83 -4.48 -0.26
O8 -0.08 -2.14 0.93
C5 -0.07 -0.72 1.30
C6 -1.15 -0.29 2.38
O9 -0.46 0.41 3.46
N2 0.07 -0.49 4.34
O10 1.21 -0.24 4.55
H1 -0.82 3.90 -1.52
H2 1.00 4.02 -1.01
H3 0.55 3.78 -2.74
H4 2.01 2.60 0.21
H5 2.17 0.81 0.60
H6 1.13 1.87 1.65
H7 -2.00 0.38 -3.06
H8 -3.00 1.84 -1.46
H9 2.12 -1.85 0.47
H10 0.91 -0.65 1.85
H11 -1.59 -1.23 2.85
H12 -1.99 0.35 2.00
Cd1 -1.05 -2.41 -1.73

Values from the calculation:
charge = +1
energy = -57942.5982 eV
gap between HOMO and LUMO = 6.3 eV
HOMO = -13.384 eV
F_max = 0.1077 hartree/bohr


An isolated ion of composition C8H16N3 and charge +1. Source: the OMol25 dataset; level of theory: wB97M-V/def2-TZVPD.

Cartesian coordinates (Å):
C1 1.12 -0.07 -0.89
C2 -1.04 0.85 -0.32
C3 2.20 0.58 -0.19
C4 -0.82 -1.42 -0.72
C5 -1.62 2.13 0.09
C6 3.50 0.22 -0.93
C7 -3.02 -0.56 -0.15
C8 0.51 -1.01 1.24
N1 2.11 1.20 0.89
N2 -1.62 -0.26 -0.49
N3 0.54 -1.29 -0.19
H1 -1.36 -2.31 -0.21
H2 -0.74 -1.66 -1.81
H3 -1.16 2.90 -0.60
H4 -1.25 2.26 1.02
H5 -2.70 2.05 0.19
H6 4.32 1.05 -0.83
H7 3.84 -0.71 -0.64
H8 3.10 0.18 -1.91
H9 -3.04 -0.77 0.99
H10 -3.68 0.29 -0.33
H11 -3.45 -1.42 -0.62
H12 1.55 -1.31 1.58
H13 0.29 0.08 1.37
H14 -0.40 -1.62 1.60
H15 2.97 1.59 1.31
H16 1.12 -2.10 -0.61

Values from the calculation:
charge = +1
energy = -13012.1534 eV
gap between HOMO and LUMO (spin up / spin down) = 8.2 / 8.2 eV
energy relative to the best compared isomer or geometry (same formula, charge and spin) = 701.83 kJ/mol
HOMO (spin up / spin down) = -11.847 / -11.846 eV
F_max = 0.0742 hartree/bohr